This record from OMol25 describes 12 unconnected molecules or ions with the total composition C97H220N5O12P3 in a non-equilibrium geometry. The level of theory is ωB97M-V/def2-TZVPD.

Results
Charge: +4
DFT total energy in Ha: -6027.2876
Max |F| in eV Å⁻¹: 3.28

Each line ends with the Mulliken charge.
CARTESIAN COORDINATES (ANGSTROEM)
P 1.5059 -6.0179 7.4220  1.182
P 4.7376 -1.7688 -1.7483  1.263
P 2.0592 4.6377 2.8255  0.839
O 0.6481 -1.1876 1.2823  -0.490
O 1.4531 0.0039 -6.0238  -0.496
O 1.4099 0.8834 1.4605  -0.039
O 0.4805 5.3107 -0.7820  0.939
O -4.7055 0.7475 -3.3959  -0.761
O 4.5760 4.1699 -5.6314  -0.453
O -3.6978 -5.2476 0.8449  -0.135
O -7.2037 -2.3510 -3.8688  -0.369
O -5.5425 7.1803 -3.0407  -0.403
O 2.0171 -1.3145 -4.2296  -0.318
O 0.2346 5.8138 -3.0110  -0.656
O -5.5297 2.7164 -2.8172  -0.842
N -1.0691 0.0835 -1.7580  1.654
N 1.9025 3.3143 -7.3065  0.850
N -3.0533 7.5121 -1.5685  0.604
N -5.9223 -5.7731 2.7939  0.655
N -8.6233 0.7937 -4.2209  0.106
C 1.5682 -4.0098 -0.0665  0.629
C 3.0168 -2.2213 -1.1922  1.647
C 4.5134 -3.6492 -3.8531  0.099
C 5.2096 0.4104 -5.8843  -1.116
C 1.2071 7.3048 1.9518  1.274
C -1.3020 -9.4705 8.7982  -1.192
C 6.0263 -0.4212 -4.8784  -0.954
C 0.8742 -2.3241 -6.1459  -1.836
C 1.7814 6.4321 3.1177  -1.703
C 3.1176 -5.0646 9.6491  -1.017
C 4.0894 5.0519 0.8800  -0.937
C 1.4612 -0.3169 1.6875  -0.152
C 3.4875 -3.5950 9.3865  -0.349
C -5.0804 -5.0655 3.8110  -0.514
C 0.3861 -0.0532 -1.5533  -0.586
C 1.4396 2.1974 -8.1467  -1.231
C 4.0896 2.7040 3.6132  1.055
C 5.7816 0.1971 -3.4696  -0.589
C -7.6054 -0.0936 -4.9306  0.632
C -3.7155 8.8684 -1.5771  -1.027
C 2.7020 4.5012 1.1422  1.759
C -1.4752 1.4590 -1.3616  -0.742
C -1.8853 2.5266 4.1056  -1.647
C 1.2598 1.0236 -2.1504  2.031
C 4.8461 -3.3401 8.7459  -1.350
C -7.4344 0.4508 -1.8922  -0.345
C 0.8328 5.8152 -1.9119  1.124
C -3.0870 5.3499 -0.2035  0.667
C 0.7325 2.4208 -1.7836  1.104
C -0.7844 -2.5118 4.8539  -1.365
C -7.7143 -1.5845 -4.9502  -0.772
C 0.9791 8.7882 2.4430  -0.527
C -1.3547 -0.2083 -3.1865  0.304
C -5.0331 -6.7971 2.0191  -0.606
C 6.0755 1.1154 3.9395  -1.159
C 3.0538 -6.0049 8.4284  -0.794
C 5.2302 4.9703 -4.6155  -0.551
C 2.5529 -8.9687 4.6441  -0.238
C -1.5380 7.7531 -1.4889  0.760
C 0.6126 3.6089 3.1270  -0.752
C -4.6112 6.1286 -3.1187  -0.743
C -3.6311 -1.8079 0.3687  -1.666
C -1.7747 -0.9363 -0.8734  -0.221
C 2.1915 4.9015 -9.3417  -1.360
C -6.9028 -6.6121 3.5342  -1.023
C -6.4843 -4.7796 1.8323  -0.082
C 5.7111 -1.3996 -0.2741  -0.505
C 5.3354 -3.1814 -2.6072  -2.137
C 0.2668 -6.7540 8.4071  -0.786
C 5.2566 2.2605 4.5466  -0.620
C 0.7405 3.9866 -6.6198  -1.349
C 0.6815 -7.9145 9.3056  -0.582
C 0.0132 8.9741 3.6232  -1.253
C -3.2487 6.7816 -2.8876  -0.647
C -5.8166 -2.6476 -4.0397  -0.514
C -2.4004 -4.8580 0.3939  -0.502
C 0.0067 3.1336 -5.6432  0.351
C -0.6498 3.9035 2.3386  0.357
C -8.6852 0.5182 -2.6691  -0.513
C 3.4207 3.5580 -5.1379  -0.022
C 7.9926 -1.2448 0.9117  -0.471
C 4.8290 -5.4174 -5.6850  -1.499
C 8.1200 -2.3824 1.9345  -1.251
C 2.2385 -8.4391 6.0360  -0.322
C 2.8379 -0.7918 2.3179  -1.257
C 1.3867 -5.1605 0.9323  -1.541
C -7.5551 -5.2537 0.8086  -1.325
C 2.8217 4.2252 -8.1136  -0.026
C -0.7067 2.5736 -2.1113  0.563
C -3.6807 -6.3500 1.6792  -0.966
C -4.7115 1.9757 -3.3909  0.614
C -0.5578 -8.6311 9.8011  -0.796
C 2.1000 6.5608 -1.9914  -1.005
C -8.2447 2.2290 -4.5858  0.472
C 3.3211 4.0756 4.0054  -1.562
C -5.7644 -3.9839 4.6388  -1.201
C 2.5955 -10.5048 4.5948  -1.291
C 0.6587 -4.4484 6.8160  -1.240
C 1.2645 -3.8661 5.5221  -0.438
C -3.1769 -0.5418 -0.4175  0.759
C 0.7600 -2.5075 5.0592  0.402
C -6.8743 6.7210 -3.3466  -0.991
C 4.7291 4.3514 -0.4015  -0.574
C 2.9773 -3.5065 -0.3674  -1.740
C -1.1072 8.7671 -0.4842  -1.540
C 7.2782 -1.5209 -0.4120  -0.438
C -3.6499 6.7776 -0.3879  -1.115
C 2.8535 2.6976 -6.2500  -0.447
C 5.0224 2.9313 -0.1409  -0.861
C 1.9793 -6.9388 5.9252  -1.485
C 4.4988 -0.2477 -2.6675  2.763
C 5.3725 -4.7971 -4.4121  -0.525
C -9.9797 0.5661 -4.6854  -1.105
C 1.4935 -1.1123 -5.4048  0.033
C -9.1025 3.3005 -3.9815  -1.282
C -1.6540 2.6985 2.5787  0.458
C -3.7111 2.7534 -4.3344  -0.605
H 3.4786 -10.9522 5.0860  0.342
H -2.9990 2.2143 -4.9852  0.330
H 1.0581 -4.3094 -1.0076  0.396
H 7.5120 -0.3511 1.3021  0.017
H 1.7023 -4.7804 1.8618  0.221
H -0.2120 2.0866 -6.0403  0.179
H -4.8953 -7.6626 2.7283  0.444
H 3.0720 5.4243 -9.7726  0.426
H -6.5898 0.2072 -4.5756  -0.516
H -2.6685 1.8360 4.2888  0.505
H -9.9955 0.9059 -5.7392  0.291
H 8.9950 -0.8551 0.6662  0.450
H -5.6094 -4.4926 1.2647  0.068
H 2.4047 -2.4186 -2.0807  -0.189
H 3.4109 -3.4562 0.6112  0.181
H 3.8822 -5.3924 10.3477  0.581
H 1.1577 -6.7876 5.2508  0.593
H -2.8310 -2.0341 1.0867  0.350
H -0.0380 8.9299 -0.7742  0.499
H 0.3311 -5.2904 1.0936  0.144
H -6.3647 -6.9323 4.4641  0.415
H 8.6311 -3.2644 1.5206  0.342
H -1.8876 -8.9299 8.1361  0.390
H -1.5131 9.7377 -0.5459  0.527
H -7.1758 -7.5483 3.0663  0.335
H -0.9789 2.1780 4.5700  0.314
H 4.1709 0.1257 -5.8079  0.176
H -7.1604 -6.0454 0.2297  0.323
H -0.8777 8.3084 3.4959  0.211
H 3.6933 2.8389 -4.3730  0.165
H -5.2874 -1.7637 -4.3724  0.270
H -1.0831 -1.2919 -3.4284  0.339
H -0.3797 -4.7324 6.6568  0.531
H -6.1373 -3.1886 4.0035  0.374
H 1.3194 3.2143 -2.3445  -0.362
H 1.2153 1.2617 -7.6725  0.269
H 0.7046 2.5360 -8.8911  0.407
H 0.5929 -3.7872 7.7229  0.612
H -5.6055 -7.1310 1.1277  0.333
H 1.9138 -6.0000 0.5654  0.543
H 5.7074 1.2946 -3.6792  0.165
H -1.0826 -3.4015 4.2943  0.210
H 4.8928 1.8873 5.5013  0.352
H 4.9534 -4.7764 -6.5586  0.351
H 2.7119 3.4349 1.0748  -0.956
H 1.1426 4.8724 -6.1798  0.486
H 0.4912 -0.1059 -0.4736  -1.063
H 0.0450 4.3182 -7.4309  0.478
H 1.3126 -8.6720 8.8016  0.227
H 2.7818 6.2183 -2.7884  -0.523
H -7.1182 -1.8526 -5.8916  0.398
H 5.3520 1.4557 -5.6058  0.300
H 1.1516 6.4827 3.9922  0.555
H 4.1920 0.5643 -1.9567  -1.206
H -3.1346 0.3472 0.2155  0.222
H -2.0906 3.5144 4.5300  0.345
H -1.1122 8.3772 0.5109  0.156
H -4.7443 5.3180 -2.4052  0.335
H 2.2231 1.9426 -8.8220  0.504
H -8.4580 -5.5315 1.2824  0.422
H 5.8358 3.1601 4.7269  0.414
H 3.4660 -8.4098 4.3221  0.366
H 2.8811 -6.4136 5.6246  0.565
H -1.1313 -1.7319 4.1348  0.438
H 8.6495 -1.9961 2.8050  0.405
H 1.9063 9.3145 2.7152  0.476
H -7.1907 6.0033 -2.6027  0.356
H 4.2019 4.7453 4.0274  0.605
H 5.4652 -5.5354 -3.6053  0.355
H 3.0728 -8.6265 6.7782  0.366
H -7.6525 0.2390 -6.0130  0.360
H -9.2643 1.3819 -2.3888  0.575
H -4.5623 -1.5114 0.8741  0.536
H 6.3315 -2.8407 -2.9942  0.919
H -3.6554 4.8896 0.5803  0.570
H 2.2065 0.8482 -1.6987  -0.738
H 2.7113 -3.1550 8.7809  0.147
H -7.5436 7.5322 -3.3123  0.431
H 1.6756 -8.6601 4.0389  0.243
H 1.8326 7.6098 -2.2237  0.404
H 3.4712 -3.1437 10.3952  0.383
H 1.1109 -1.6715 5.6088  0.592
H -7.6694 -4.3275 0.1260  0.343
H 1.2206 -2.2566 4.1151  -0.752
H 3.9951 -5.8818 7.7806  0.555
H 0.5232 3.1466 -4.6730  -0.601
H -8.6356 4.2638 -4.2970  0.283
H 1.3189 0.8514 -3.2305  -0.815
H -0.3593 9.9906 3.7407  0.405
H 2.8120 -1.8870 2.3439  0.440
H 0.9736 2.6795 2.7994  -0.380
H -0.5128 -7.2191 7.7588  0.287
H 3.1606 5.0225 -7.3514  0.135
H 0.9487 2.6958 -0.7632  -0.410
H -1.3229 -2.4418 5.7765  0.430
H -2.3814 6.0824 -2.9707  0.276
H 3.8028 -5.6578 -5.6926  0.403
H -1.9881 -5.7376 -0.1830  0.506
H -1.1739 -1.0234 0.0406  -0.001
H -4.7618 -5.8495 4.4711  0.469
H 3.4867 -4.3576 -0.8417  0.501
H 1.8940 4.1618 -10.0417  0.389
H -2.3005 -3.9408 -0.2609  -0.109
H -1.1447 6.7320 -1.3243  -1.432
H -1.0229 4.8764 2.5411  0.803
H -1.2294 3.5402 -1.8510  -0.456
H -3.2521 3.5768 -3.7576  -0.685
H -1.1898 -7.8632 10.2547  0.354
H -10.1531 3.1800 -4.2864  0.316
H -0.2081 -6.0311 9.0773  0.545
H -1.2111 8.0884 -2.4987  0.490
H -8.2771 2.1956 -5.6930  0.484
H -2.4093 0.0200 -3.4011  -0.512
H 4.0889 6.1647 0.8341  0.488
H -6.7248 1.2969 -1.9434  -0.284
H -6.9213 -3.9610 2.4302  0.353
H 2.8420 6.6636 3.3385  0.561
H 4.1644 4.4505 -1.3262  -0.198
H 1.2144 -4.6600 4.8021  0.025
H 2.7010 4.3344 -4.7575  0.075
H -3.1983 4.7802 -1.1281  -0.592
H 0.9930 -3.1532 0.2878  -0.359
H 5.0400 -3.8734 7.8163  0.323
H -7.1662 2.3350 -4.3151  -0.307
H 3.5649 -4.0782 -3.5220  0.477
H 1.6505 -2.7029 -6.8197  0.359
H 7.0980 -0.3558 -5.0620  0.526
H -3.4888 7.3122 0.5719  0.489
H -1.9976 -10.1911 9.2539  0.392
H 2.6224 -10.8531 3.5287  0.363
H 4.1651 2.2842 0.1056  -0.019
H 5.5748 2.3924 -0.9676  0.381
H -1.7579 -4.8007 1.2593  0.123
H -2.9825 -6.1225 2.5582  0.341
H 3.3924 1.8170 3.6140  -0.030
H 7.4965 -2.5583 -0.7644  0.391
H 5.6267 4.9137 -0.7113  0.541
H -6.9474 -0.5371 -1.9991  0.082
H -3.1737 9.5597 -2.2488  0.414
H -8.7689 -1.9247 -5.1263  0.248
H 0.0010 -2.0317 -6.7685  0.345
H 1.8437 7.3619 1.0499  -0.348
H -4.5937 5.7267 -4.1330  0.676
H 5.4625 -2.1451 0.4964  0.535
H 5.3113 -6.3512 -5.9411  0.413
H -0.4289 3.9828 1.2697  -0.946
H 3.6920 -0.5022 -3.3261  -0.595
H 4.6670 5.8646 -4.3342  0.297
H 2.5826 -1.3988 -0.6972  -0.033
H 5.3382 -0.4148 0.0199  -0.042
H 5.4480 0.2617 3.7970  0.182
H -9.0104 3.3175 -2.9061  0.412
H 3.0810 -6.9968 8.8410  0.565
H -0.8407 2.4710 -3.1899  -0.403
H -6.5540 -4.4312 5.2739  0.328
H -10.1855 -0.4998 -4.5943  0.522
H 5.6647 -3.9079 -1.8303  0.772
H -0.2157 -9.1794 10.6741  0.435
H -4.1592 -4.7866 3.2612  0.222
H -7.7653 -6.0271 3.8301  0.393
H 6.2101 5.2543 -5.0562  0.342
H -3.1514 -7.1986 1.1764  0.533
H -2.0379 5.2669 0.0192  -0.606
H 2.8052 6.6532 -1.1367  0.077
H -10.7013 1.1462 -4.0745  0.454
H 5.5873 -3.6889 9.4206  0.388
H 5.6193 2.8431 0.7286  0.502
H 3.6402 -0.3944 1.7396  -0.215
H 5.4542 4.3105 -3.7136  0.095
H 2.9023 4.1343 5.0563  0.480
H -4.7323 6.8305 -0.5113  0.598
H 5.5639 0.3059 -6.9164  0.457
H 0.5114 9.3348 1.5958  0.276
H 0.7011 -3.0234 -5.3890  0.455
H 1.4205 5.6081 -9.2209  0.343
H 0.4531 3.5278 4.2041  1.088
H -6.8288 6.2692 -4.3299  0.348
H -1.8710 -1.8555 -1.4960  0.149
H -9.3487 -0.4059 -2.6499  0.344
H -3.8177 -0.3432 -1.2591  -0.289
H -5.6734 -3.5380 -4.6949  0.395
H -1.1112 1.7779 2.1590  -0.438
H -0.9186 3.6220 -5.3880  0.410
H 3.6982 3.6475 -8.3920  0.312
H 1.7178 -10.9528 5.0954  0.313
H 4.4592 2.8637 2.5916  -0.671
H 4.9250 -2.2710 8.6042  0.401
H -3.1314 7.6044 -3.5925  0.480
H 2.3388 -3.7335 5.6684  0.395
H 7.2328 -2.6898 2.4780  0.285
H -5.4119 -2.7304 -3.0193  0.045
H 3.6660 2.2360 -6.8384  1.193
H 5.8551 -1.4823 -5.0067  0.267
H 6.4089 -4.4191 -4.6002  0.286
H 3.0186 -0.4181 3.3319  0.746
H -4.3397 3.3050 -5.0324  0.743
H -2.4910 1.4455 -1.6605  0.397
H -1.2779 1.5714 -0.2942  -0.059
H -4.9839 -3.6382 5.2849  0.445
H -0.5830 -10.1148 8.2599  0.234
H 0.2542 6.8462 1.6159  -0.485
H 4.7194 4.8110 1.7156  0.606
H 1.9485 4.9849 0.4770  -0.397
H 6.8122 0.7902 4.6719  0.527
H 6.6963 0.0989 -2.8718  0.127
H -3.7484 -2.7124 -0.1544  0.288
H 1.2522 -7.5243 10.1417  0.401
H -7.8037 0.4776 -0.8206  0.497
H 0.7861 -1.0066 -1.8931  0.117
H 7.6752 -0.9258 -1.2243  0.298
H -3.7590 9.3572 -0.6092  0.430
H 2.2996 1.8857 -5.8281  -0.711
H 2.2507 -5.1241 10.3033  0.307
H -0.5851 0.3341 -3.7206  -0.172
H 1.3297 -8.9527 6.4658  0.015
H 0.4772 8.6680 4.5715  0.339
H 6.6828 1.3003 3.0710  0.285
H -2.6235 2.9233 2.0590  0.407
H -4.7483 8.7805 -1.9411  0.231
H 4.2676 -2.8391 -4.5576  -0.131